68
Properties=species:S:1:pos:R:3:lowdin_charge:R:1 method="wB97M-V/def2-TZVPD" e_lumo_ev=0.011 homo_ha=-0.347 charge=0 orbital_gap_ev=9.44
Hg 0.024 0.283 -0.011 1.158
Cl 0.757 4.060 -0.778 0.645
O 0.627 2.707 -0.227 -0.494
O 2.006 4.612 -0.329 -0.342
O 0.739 3.949 -2.215 -0.356
O -0.351 4.844 -0.310 -0.340
P -2.869 -2.581 -0.891 0.145
F -2.971 -2.821 0.716 -0.173
F -1.637 -1.516 -0.600 -0.260
F -1.767 -3.763 -0.986 -0.158
F -2.694 -2.291 -2.468 -0.154
F -4.053 -3.609 -1.159 -0.127
F -3.909 -1.359 -0.766 -0.151
N 2.210 0.615 1.063 0.002
C 2.318 0.186 2.319 -0.162
C 3.515 0.068 2.991 -0.048
C 4.675 0.488 2.350 -0.053
C 4.565 1.019 1.078 -0.042
C 3.322 1.020 0.470 -0.127
H 1.417 -0.154 2.818 0.098
H 3.541 -0.329 3.995 0.109
H 5.643 0.476 2.836 0.111
H 5.415 1.435 0.556 0.111
H 3.243 1.374 -0.552 0.106
N 0.891 -0.278 -2.131 -0.013
C 0.689 -1.479 -2.665 -0.140
C 1.187 -1.827 -3.906 -0.035
C 1.991 -0.914 -4.573 -0.050
C 2.177 0.351 -4.030 -0.038
C 1.587 0.633 -2.822 -0.125
H 0.071 -2.181 -2.116 0.096
H 0.979 -2.802 -4.322 0.114
H 2.384 -1.178 -5.547 0.112
H 2.829 1.042 -4.544 0.114
H 1.703 1.600 -2.341 0.087
N -1.029 0.803 2.057 -0.018
C -0.660 1.888 2.735 -0.141
C -1.314 2.328 3.869 -0.039
C -2.362 1.568 4.379 -0.046
C -2.700 0.403 3.709 -0.038
C -2.051 0.098 2.522 -0.135
H 0.216 2.422 2.380 0.111
H -0.970 3.227 4.360 0.113
H -2.932 1.911 5.232 0.112
H -3.542 -0.204 4.011 0.114
H -2.437 -0.736 1.940 0.100
N -1.859 1.335 -0.977 -0.004
C -2.046 1.194 -2.285 -0.131
C -3.015 1.867 -3.007 -0.033
C -3.815 2.782 -2.344 -0.044
C -3.632 2.931 -0.981 -0.042
C -2.670 2.180 -0.344 -0.127
H -1.413 0.493 -2.815 0.099
H -3.050 1.708 -4.075 0.111
H -4.544 3.363 -2.893 0.111
H -4.143 3.699 -0.416 0.112
H -2.590 2.238 0.733 0.101
N 0.795 -2.021 0.748 0.008
C 1.860 -2.615 0.207 -0.154
C 2.173 -3.941 0.410 -0.051
C 1.354 -4.702 1.231 -0.050
C 0.237 -4.096 1.784 -0.038
C 0.028 -2.753 1.543 -0.148
H 2.500 -1.993 -0.411 0.105
H 3.060 -4.356 -0.050 0.107
H 1.522 -5.757 1.399 0.111
H -0.387 -4.661 2.461 0.115
H -0.840 -2.283 1.986 0.087

---

54
Properties=species:S:1:pos:R:3:lowdin_charge:R:1 method="wB97M-V/def2-TZVPD" e_lumo_ev=-2.659 homo_ha=-0.205 charge=0 orbital_gap_ev=2.92
C 0.642 -2.196 5.403 -0.062
C 0.106 -2.394 3.994 -0.266
O -1.013 -1.578 3.732 -0.025
C -1.509 -1.841 2.475 -0.494
C -2.473 -0.910 1.983 0.026
C -3.003 -0.927 0.685 -0.225
C -2.736 -1.977 -0.211 -0.048
C -3.236 -1.954 -1.494 -0.678
Cl -2.818 -3.216 -2.588 0.669
C -4.026 -0.890 -1.921 -0.132
C -4.285 0.160 -1.063 -0.106
C -3.785 0.152 0.218 -0.056
O -1.129 -2.794 1.801 0.032
H 1.646 -2.609 5.528 0.075
H 0.679 -1.134 5.648 0.057
H -0.007 -2.667 6.143 0.074
H 0.859 -2.134 3.236 0.126
H -0.191 -3.436 3.806 0.123
H -2.748 -0.110 2.643 0.083
H -2.121 -2.804 0.098 0.093
H -4.417 -0.899 -2.924 0.092
H -4.876 0.994 -1.403 0.097
H -3.969 0.981 0.878 0.086
C 2.350 1.883 7.288 -0.086
O 0.943 1.918 7.307 -0.067
C 0.356 2.158 6.077 -0.223
C -1.041 2.333 6.047 0.011
C -1.696 2.606 4.883 -0.006
C -1.001 2.726 3.652 -0.205
C -1.742 3.036 2.492 0.072
C -1.327 3.412 1.182 -0.197
C -2.301 3.459 0.163 -0.012
C -1.977 3.824 -1.120 -0.026
C -0.672 4.168 -1.456 -0.258
C -0.342 4.584 -2.850 -0.044
C 0.295 4.158 -0.455 -0.025
C -0.019 3.804 0.835 -0.011
C 0.393 2.484 3.679 -0.002
C 1.047 2.232 4.851 -0.008
H 2.718 1.756 8.307 0.099
H 2.695 1.047 6.680 0.093
H 2.732 2.823 6.889 0.098
H -1.579 2.257 6.976 0.122
H -2.763 2.752 4.894 0.120
H -2.810 2.996 2.623 0.115
H -3.319 3.210 0.404 0.105
H -2.737 3.848 -1.882 0.119
H 0.735 4.636 -3.016 0.079
H -0.751 3.880 -3.576 0.088
H -0.755 5.569 -3.075 0.090
H 1.304 4.440 -0.702 0.114
H 0.732 3.902 1.595 0.097
H 0.939 2.428 2.756 0.105
H 2.109 2.071 4.830 0.104

---

54
Properties=species:S:1:pos:R:3:lowdin_charge:R:1 method="wB97M-V/def2-TZVPD" e_lumo_ev="2.059 / 2.542" homo_ha="-0.116 / -0.116" charge=-1 orbital_gap_ev="5.21 / 5.70"
C -0.749 -0.903 -1.536 -0.236
C -1.457 0.335 -1.547 -0.222
C -2.486 0.256 -0.564 -0.218
C -2.412 -1.028 0.047 -0.219
C -1.329 -1.740 -0.539 -0.206
Ga 2.106 -0.131 0.569 0.652
N 2.227 -2.304 1.971 -0.086
C 2.129 1.309 -0.917 -0.354
C 1.296 2.384 -0.408 -0.081
H -3.209 1.033 -0.325 0.052
H -1.225 1.184 -2.188 0.058
H -3.075 -1.396 0.827 0.059
H -0.981 -2.735 -0.269 0.061
H 0.082 -1.160 -2.189 0.054
H 0.262 2.443 -0.748 0.033
H 3.251 1.440 -0.788 0.042
H 2.813 -3.057 1.443 -0.118
H 1.733 3.226 0.160 0.054
H 1.815 0.653 -1.780 0.045
N 1.770 0.625 2.222 -0.296
P 0.941 0.567 3.559 0.746
C -0.532 1.615 3.631 -0.264
C -1.330 1.750 2.487 -0.075
C -2.573 2.383 2.560 -0.068
C -3.016 2.973 3.756 -0.092
C -2.180 2.919 4.877 -0.097
C -0.949 2.267 4.796 -0.082
C 0.349 -1.082 3.982 -0.317
C 1.205 -1.976 4.638 -0.140
C 0.880 -3.330 4.704 -0.113
C -0.262 -3.828 4.069 -0.096
C -1.082 -2.940 3.365 -0.079
C -0.799 -1.574 3.357 -0.071
C 1.866 1.028 5.014 -0.310
C 3.019 1.817 4.881 -0.063
C 3.712 2.236 6.027 -0.088
C 3.268 1.867 7.304 -0.097
C 2.128 1.063 7.432 -0.087
C 1.439 0.646 6.294 -0.116
H -0.930 1.372 1.544 0.090
H -3.224 2.404 1.687 0.093
H -4.003 3.429 3.839 0.095
H -2.512 3.383 5.810 0.096
H -0.276 2.264 5.646 0.084
H 2.176 -1.624 4.984 0.106
H 1.569 -4.017 5.187 0.092
H -0.509 -4.888 4.105 0.094
H -1.921 -3.328 2.785 0.102
H -1.384 -0.905 2.733 0.084
H 3.361 2.082 3.886 0.094
H 4.606 2.853 5.926 0.096
H 3.804 2.193 8.196 0.094
H 1.774 0.752 8.417 0.101
H 0.552 0.016 6.402 0.115

---

61
Properties=species:S:1:pos:R:3:lowdin_spin:R:1 method="wB97M-V/def2-TZVPD" e_lumo_ev="-4.553 / -4.308" homo_ha="-0.401 / -0.418" spin_multiplicity=3 charge=+1 orbital_gap_ev="6.37 / 7.07"
W 0.652 -0.191 0.767 1.674
C -3.787 -2.315 -1.232 0.002
C -2.867 -1.143 -1.044 0.020
C -2.242 -0.560 -2.159 0.007
C -1.371 0.495 -2.021 0.024
C -1.109 1.028 -0.751 0.003
C -1.772 0.499 0.366 0.015
C -2.623 -0.604 0.206 0.022
H -3.239 -3.172 -1.632 0.001
H -4.575 -2.077 -1.947 0.001
H -4.252 -2.612 -0.294 0.000
H -2.457 -0.954 -3.147 0.000
H -0.906 0.937 -2.894 0.001
H -0.566 1.964 -0.664 0.005
H -1.769 1.038 1.305 0.008
H -3.116 -1.016 1.078 0.001
C 2.601 2.516 -3.783 0.002
C 2.819 1.515 -2.684 0.013
C 2.821 1.907 -1.351 -0.001
C 3.033 0.981 -0.332 0.013
C 3.173 -0.372 -0.659 0.002
C 3.213 -0.777 -1.990 0.015
C 3.047 0.167 -2.985 -0.001
S 3.444 -1.569 0.627 0.010
O 4.700 -1.380 1.277 0.002
O 3.099 -2.860 0.106 0.001
N 2.238 -0.996 1.610 0.022
C 2.026 -1.588 2.927 0.008
C 0.590 -2.090 2.939 0.011
O 0.174 -3.026 3.547 0.012
O -0.191 -1.388 2.072 0.078
H 2.841 3.525 -3.454 0.000
H 1.557 2.511 -4.105 0.001
H 3.211 2.280 -4.654 0.000
H 2.704 2.952 -1.093 0.000
H 3.209 1.315 0.681 0.002
H 3.364 -1.823 -2.223 0.001
H 3.091 -0.143 -4.023 0.000
H 2.123 -0.812 3.694 -0.001
H 2.728 -2.388 3.152 0.000
I 0.310 -4.382 -4.008 0.000
C 0.146 -3.467 -2.173 0.004
C -0.250 -4.031 -0.974 0.010
N -0.212 -3.066 -0.055 0.006
N 0.195 -1.895 -0.581 0.012
C 0.415 -2.136 -1.873 0.012
H -0.548 -5.036 -0.726 0.001
H -0.478 -3.101 0.922 0.000
H 0.745 -1.351 -2.529 0.001
Te 0.938 2.081 2.198 -0.024
C -0.993 2.765 2.721 0.009
C -1.652 3.670 1.896 -0.001
C -2.907 4.143 2.255 0.000
C -3.496 3.723 3.440 -0.003
C -2.829 2.831 4.269 0.001
C -1.576 2.349 3.912 0.000
H -1.187 4.021 0.983 0.000
H -3.417 4.849 1.613 0.000
H -4.471 4.099 3.723 0.000
H -3.281 2.509 5.197 0.000
H -1.063 1.650 4.560 0.000

---

no.,E_tot (eV)
1,-84261.404
2,-44992.312
3,-90970.246
4,-67039.064